No. 1
Below is a 6-piece molecular cluster, C26H65NO7PS overall at a distorted geometry, with properties calculated with ωB97M-V with the def2-TZVPD basis set.

E_LUMO = 2.0 eV
HOMO level = -4.09 eV
HOMO-LUMO gap = 6.0 eV

ORCA input file:
```
! RIJCOSX wB97M-V def2-TZVPD def2/J DEFGRID3
* xyz -1 1
C 3.7642 -2.4692 -3.1729
C 2.7986 -1.3140 -3.2923
N 2.7218 -0.5993 -2.2587
C 2.0761 -1.0173 -4.5569
P 0.2945 -1.7919 -4.8180
S 0.3497 -3.0814 -2.9964
C -0.5933 -0.3410 -3.9400
C -1.8910 -0.6656 -3.1945
O -2.9469 -1.2125 -4.0284
C -3.5371 -2.2760 -3.5216
O -4.2816 -2.9239 -4.1468
H 3.5326 -2.9629 -2.2351
H 4.7691 -2.0686 -3.0753
H 3.6752 -3.1746 -3.9934
H 2.0915 0.1896 -2.4142
H 2.6694 -1.3948 -5.3897
H 2.0387 0.0687 -4.6770
H -0.9836 -2.4147 -5.1291
H 0.9198 -2.8985 -5.5458
H 0.2440 -1.0391 -6.0765
H 0.3077 -2.3835 -1.8442
H -0.7501 0.4456 -4.6752
H 0.0456 0.0992 -3.1686
H -1.7186 -1.2498 -2.3029
H -2.2568 0.2967 -2.8241
H -3.3902 -2.5430 -2.4683
C 2.4640 4.2217 2.0677
C 1.9412 2.8874 1.5597
O 2.1965 2.6524 0.1896
C 3.5621 2.6196 -0.1892
C 4.3594 1.5327 0.5043
H 2.0851 5.0403 1.4522
H 2.1482 4.3832 3.1006
H 3.5539 4.2658 2.0419
H 0.8553 2.8652 1.6668
H 2.3336 2.0641 2.1681
H 4.0216 3.6051 -0.0385
H 3.5740 2.4340 -1.2636
H 4.4317 1.7119 1.5807
H 5.3736 1.4913 0.1042
H 3.8840 0.5615 0.3618
C -8.6869 1.0561 -1.7137
C -7.9946 -0.0741 -0.9698
O -8.5586 -1.3483 -1.2107
C -8.5323 -1.7944 -2.5579
C -7.1353 -1.9244 -3.1389
H -9.7580 1.0529 -1.5026
H -8.2724 2.0184 -1.4100
H -8.5632 0.9660 -2.7938
H -8.0890 0.0943 0.1041
H -6.9217 -0.0826 -1.1918
H -9.1573 -1.1471 -3.1848
H -9.0105 -2.7749 -2.5523
H -6.6422 -0.9544 -3.2245
H -7.1755 -2.3627 -4.1352
H -6.5111 -2.5536 -2.5054
C 3.4188 2.2616 6.5535
C 3.3706 1.2808 5.3952
O 4.4258 1.4435 4.4658
C 5.7363 1.2637 4.9640
C 5.9969 -0.1256 5.5217
H 3.4655 3.2861 6.1835
H 2.5303 2.1576 7.1763
H 4.2925 2.0998 7.1883
H 2.4508 1.4413 4.8314
H 3.3371 0.2474 5.7591
H 5.9720 2.0338 5.7084
H 6.4010 1.4374 4.1166
H 5.3994 -0.3216 6.4138
H 7.0475 -0.2317 5.7954
H 5.7449 -0.8871 4.7827
C -0.6572 6.0668 6.5913
C 0.3171 5.6303 7.6726
O 1.5755 5.2169 7.1751
C 2.3169 6.1895 6.4618
C 2.6694 7.4184 7.2830
H -0.7677 5.2849 5.8384
H -1.6355 6.2756 7.0258
H -0.3198 6.9702 6.0808
H -0.0937 4.7657 8.1954
H 0.4429 6.4192 8.4235
H 1.7921 6.4718 5.5423
H 3.2372 5.6923 6.1526
H 1.7807 7.9877 7.5611
H 3.3219 8.0794 6.7116
H 3.1771 7.1298 8.2047
C -2.3823 -5.4887 -4.8789
C -1.1659 -5.9653 -5.6487
O -0.3138 -6.8246 -4.9034
C -0.8861 -8.0347 -4.4658
C -1.3682 -8.9352 -5.5933
H -2.0846 -5.0208 -3.9398
H -2.9350 -4.7579 -5.4677
H -3.0550 -6.3181 -4.6417
H -0.5679 -5.0912 -5.9110
H -1.4433 -6.4489 -6.5941
H -1.6957 -7.8398 -3.7521
H -0.1003 -8.5505 -3.9102
H -2.2016 -8.4881 -6.1375
H -1.7068 -9.8937 -5.1947
H -0.5647 -9.1136 -6.3101
*
```

These are the Mulliken partial charges, in e, on atoms 1 to 4:
1. C -1.41
2. C 0.60
3. N -0.46
4. C -1.19

No. 2
Below is a 5-piece molecular cluster, C26H66BIN4O4P overall at a distorted geometry, with properties calculated with ωB97M-V with the def2-TZVPD basis set.

E_LUMO = 2.3 eV
HOMO level = -3.56 eV
HOMO-LUMO gap = 5.9 eV

ORCA input file:
```
! RIJCOSX wB97M-V def2-TZVPD def2/J DEFGRID3
* xyz -1 1
O 3.0367 -1.3176 3.6848
P 1.8241 -1.5736 2.6140
O 1.6833 -0.0556 1.9004
B 0.2805 -1.7295 3.8444
O -0.6384 -0.5778 3.8747
C -1.9114 -1.0325 3.4928
C -1.8425 -2.5225 3.7641
I -2.2020 -2.7473 5.9863
O -0.5980 -2.8807 3.4251
H 2.6695 -1.3145 4.5735
H 1.2991 -0.2429 1.0472
H 0.8047 -2.0078 4.9458
H -2.0070 -0.8281 2.4217
H -2.7214 -0.5876 4.0662
H -2.6184 -3.1599 3.3564
C 2.9387 0.1270 -3.1558
C 2.9570 -1.2624 -2.5364
N 1.6568 -1.8968 -2.5065
C 1.6125 -3.0696 -1.6480
C 2.4582 -4.2885 -2.0394
C 0.9842 -2.0051 -3.7842
C 1.7061 -2.7481 -4.9200
H 2.2009 0.7627 -2.6654
H 3.9186 0.5930 -3.0379
H 2.7158 0.1009 -4.2242
H 3.2983 -1.1673 -1.5026
H 3.7154 -1.8728 -3.0584
H 0.5693 -3.3801 -1.5474
H 1.9189 -2.7477 -0.6503
H 2.0363 -4.8338 -2.8849
H 2.5003 -4.9781 -1.1951
H 3.4847 -4.0115 -2.2839
H 0.7553 -0.9944 -4.1339
H 0.0126 -2.4719 -3.6063
H 2.7498 -2.4404 -5.0047
H 1.2217 -2.5237 -5.8732
H 1.6826 -3.8287 -4.7885
C 7.0138 -2.3385 -4.6083
C 6.8924 -1.0776 -3.7661
N 7.8357 -1.0277 -2.6685
C 7.5255 -0.0029 -1.6884
C 7.5873 1.4658 -2.1295
C 9.2305 -1.1663 -3.0362
C 9.8173 -0.1606 -4.0388
H 6.9465 -3.2275 -3.9802
H 6.2018 -2.3720 -5.3357
H 7.9521 -2.3776 -5.1636
H 5.8878 -1.0577 -3.3386
H 6.9632 -0.1994 -4.4307
H 8.1876 -0.1470 -0.8310
H 6.5167 -0.2083 -1.3187
H 8.6117 1.8166 -2.2540
H 7.1197 2.0920 -1.3679
H 7.0493 1.6332 -3.0633
H 9.3739 -2.1714 -3.4410
H 9.8176 -1.1443 -2.1153
H 9.1578 -0.0110 -4.8949
H 10.7682 -0.5367 -4.4223
H 10.0103 0.8112 -3.5872
C -4.0548 -2.5683 -0.1968
C -5.2818 -1.6702 -0.2567
N -5.0659 -0.3827 0.3710
C -6.2841 0.3696 0.5942
C -7.0734 0.8442 -0.6353
C -3.9337 0.3722 -0.1338
C -3.9115 0.7182 -1.6309
H -3.6970 -2.6652 0.8285
H -4.3071 -3.5625 -0.5678
H -3.2361 -2.1894 -0.8089
H -6.0977 -2.1581 0.2838
H -5.6128 -1.5887 -1.3069
H -6.0442 1.2351 1.2184
H -6.9461 -0.2539 1.2042
H -6.5862 1.6777 -1.1389
H -8.0617 1.1888 -0.3228
H -7.2216 0.0414 -1.3585
H -3.0232 -0.1847 0.0968
H -3.8430 1.2893 0.4528
H -4.1769 -0.1398 -2.2506
H -2.9043 1.0268 -1.9173
H -4.5837 1.5381 -1.8797
C -7.3689 4.6013 4.4488
C -6.1895 3.6646 4.6650
N -5.1852 3.7691 3.6268
C -4.2137 2.6867 3.6511
C -3.2887 2.5535 4.8658
C -4.6511 5.0982 3.4043
C -3.9978 5.8212 4.5917
H -7.7945 4.4605 3.4542
H -8.1450 4.3929 5.1865
H -7.0881 5.6496 4.5575
H -6.5557 2.6350 4.6541
H -5.7832 3.8345 5.6759
H -3.6013 2.7573 2.7479
H -4.7693 1.7486 3.5510
H -2.5015 3.3060 4.8900
H -2.7977 1.5802 4.8317
H -3.8478 2.6046 5.8013
H -5.4597 5.7294 3.0250
H -3.9337 5.0302 2.5836
H -4.6046 5.7460 5.4953
H -3.8885 6.8830 4.3597
H -3.0068 5.4326 4.8177
*
```

These are the Mulliken partial charges, in e, on atoms 1 to 4:
1. O -0.56
2. P 0.06
3. O -0.48
4. B 0.94

No. 3
Below is C26H67BaF6LiN5O15S2 as an isolated structure at a distorted geometry, with properties calculated with ωB97M-V with the def2-TZVPD basis set.

E_LUMO = -2.8 eV
HOMO level = -10.21 eV
HOMO-LUMO gap = 7.4 eV

ORCA input file:
```
! RIJCOSX wB97M-V def2-TZVPD def2/J DEFGRID3
* xyz 1 1
Li 0.9575 1.7647 -1.8747
Ba -2.7288 2.9252 1.7828
C -0.4340 -1.3608 0.0409
F -1.0065 -1.0565 -1.1234
F -1.2460 -2.0520 0.8161
F 0.6469 -2.1021 -0.2237
S 0.1833 0.2102 0.8632
O 1.0024 -0.3000 1.9410
O 0.9707 0.8476 -0.1831
O -0.9764 0.9849 1.2991
C -3.3484 1.3148 -3.0483
F -4.5669 1.3429 -2.4897
F -2.8427 0.0911 -2.8381
F -3.4447 1.5397 -4.3432
S -2.2490 2.5614 -2.2047
O -0.9442 1.9296 -2.2512
O -2.3528 3.8113 -2.9031
O -2.7967 2.6398 -0.8420
C -1.0724 -5.7951 0.7910
C -1.3831 -5.7386 -0.7141
C -2.7545 -5.0773 -0.9478
O -2.6043 -3.6791 -1.0244
C -3.7605 -3.0105 -1.4761
N -0.3600 -4.8803 -1.3280
H -1.0361 -4.8022 1.2359
H -0.1516 -6.3562 0.9849
H -1.7863 -6.3878 1.3814
H -1.3727 -6.7526 -1.1129
H -3.5372 -5.4535 -0.2812
H -3.0851 -5.4288 -1.9416
H -3.9225 -3.1537 -2.5559
H -3.5397 -1.9455 -1.4036
H -4.6592 -3.3394 -0.9519
H -0.7063 -3.9620 -1.5303
H 0.4903 -4.9551 -0.7981
C -0.3175 -0.2700 -7.5685
C -1.5551 -0.9999 -7.0532
C -1.4212 -1.3267 -5.5699
O -0.3977 -2.3546 -5.5499
C -0.1641 -3.0054 -4.3099
N -2.7763 -0.1202 -7.1833
H -0.2719 -0.1040 -8.6415
H 0.5145 -0.9237 -7.2741
H -0.1751 0.6762 -7.0426
H -1.7843 -1.8538 -7.6881
H -2.2931 -1.7648 -5.0857
H -0.9544 -0.4765 -5.0560
H 0.3623 -2.4057 -3.5645
H 0.3949 -3.8786 -4.6431
H -1.0936 -3.4005 -3.8815
H -2.8613 0.1980 -8.1445
H -2.5115 0.7287 -6.6828
C 0.4192 4.0454 5.3910
C -0.8239 3.9062 4.5121
C -1.3057 5.2454 3.9955
O -2.6682 5.1607 3.5569
C -3.2234 6.4345 3.2548
N -0.5216 2.9140 3.4358
H 1.3323 4.3107 4.8524
H 0.6659 3.1812 6.0077
H 0.2604 4.8617 6.1063
H -1.6002 3.4046 5.0993
H -0.6435 5.5494 3.1717
H -1.1919 5.9784 4.7952
H -2.8670 6.8025 2.2900
H -3.1038 7.1498 4.0689
H -4.3058 6.3113 3.1649
H -0.0329 2.1550 3.9200
H 0.2877 3.2778 2.9121
C 2.8267 1.2195 -5.6988
C 1.6665 1.1079 -4.7166
C 1.8802 0.0349 -3.6754
O 2.9056 0.4225 -2.7742
C 3.3459 -0.6425 -1.9311
N 1.4757 2.4076 -4.0001
H 3.1529 0.2509 -6.0795
H 3.6766 1.6429 -5.1556
H 2.6108 1.8897 -6.5299
H 0.7047 0.9047 -5.1841
H 2.1269 -0.9001 -4.1918
H 0.9724 -0.1263 -3.0723
H 3.8795 -1.3730 -2.5448
H 2.5309 -1.0771 -1.3565
H 4.0799 -0.1685 -1.2800
H 2.4384 2.6866 -3.7740
H 1.3236 3.1706 -4.6608
C 1.2024 -3.2570 3.7349
C 1.9470 -2.4052 4.7635
C 3.4372 -2.5464 4.5067
O 4.1183 -1.9258 5.5646
C 5.5142 -1.7956 5.4354
N 1.5499 -0.9851 4.6851
H 1.4297 -4.2971 3.9812
H 1.4924 -3.0409 2.7078
H 0.1187 -3.1626 3.8254
H 1.7362 -2.7714 5.7697
H 3.7113 -2.0647 3.5528
H 3.7240 -3.5980 4.3527
H 5.8436 -1.1723 6.2638
H 5.8114 -1.2618 4.5237
H 5.9798 -2.7834 5.4579
H 1.2823 -0.7091 3.7387
H 2.3923 -0.4574 4.9004
C -1.9127 -0.7613 4.8857
C -3.1590 0.0178 4.6088
O -2.8234 1.0673 3.6569
O -0.8700 0.1857 5.1519
H -1.5809 -1.3503 4.0258
H -2.0636 -1.3809 5.7736
H -3.5548 0.4995 5.5052
H -3.9522 -0.5671 4.1482
H -1.9163 1.3081 3.9304
H -0.0666 -0.3553 5.3772
C 3.0626 3.2616 -0.0194
C 2.6215 3.0585 1.4216
O 1.8194 4.1386 1.9058
O 2.0228 3.2301 -0.9910
H 3.8080 2.5087 -0.2787
H 3.5686 4.2310 -0.0870
H 3.5578 3.0804 1.9957
H 2.2675 2.0410 1.6051
H 1.5625 4.6677 1.1456
H 1.7662 4.1212 -1.2406
*
```

These are the Mulliken partial charges, in e, on atoms 1 to 4:
1. Li 1.19
2. Ba 2.08
3. C -0.16
4. F 0.01

No. 4
Below is C26H67O2RuS2Si7Te as an isolated structure, with properties calculated with ωB97M-V with the def2-TZVPD basis set.

expectation value of S² = 0.76
E_LUMO (spin up / spin down) = 4.3 / 4.3 eV
HOMO level (spin up / spin down) = -0.73 / -1.40 eV
energy relative to the best compared isomer or geometry (same formula, charge and spin) = 2.9 kJ/mol
HOMO-LUMO gap (spin up / spin down) = 5.0 / 5.7 eV

ORCA input file:
```
! RIJCOSX wB97M-V def2-TZVPD def2/J DEFGRID3
* xyz -2 2
Ru 0.3366 -0.1878 0.3141
C 0.5829 -4.4418 2.0432
C 0.3922 -3.2584 1.1283
S 0.2607 -1.7065 1.9114
C 0.2687 -3.3437 -0.2112
C 0.3749 -4.6475 -0.9552
S -0.0565 -1.9322 -1.1696
H 0.6237 -4.1094 3.0822
H 1.5144 -4.9739 1.8307
H -0.2383 -5.1614 1.9556
H 0.0910 -5.5001 -0.3329
H 1.4009 -4.8106 -1.3022
H -0.2676 -4.6315 -1.8379
C -3.4904 -1.7818 -1.9546
O -2.7680 -0.6880 -1.4850
Si -3.0011 0.0541 -0.0003
C -4.6719 0.9031 -0.3626
C -3.3870 -1.2459 1.3003
C -1.4613 1.0017 0.3602
Si -1.0397 2.2078 -1.0072
C 0.4097 3.3782 -0.6925
C -0.4925 1.3062 -2.5786
C -2.4582 3.3346 -1.5669
Si -1.4007 1.8464 2.0778
C -0.8329 3.6450 2.4505
C -3.2793 2.4331 2.2826
C -1.4638 0.7673 3.6451
H -4.5741 -1.5893 -1.9781
H -3.3145 -2.6775 -1.3460
H -3.1613 -2.0087 -2.9725
H -5.4612 0.1528 -0.2322
H -4.7001 1.2148 -1.4079
H -4.9172 1.7553 0.2655
H -4.0890 -1.9856 0.9002
H -3.8453 -0.7981 2.1851
H -2.4733 -1.7585 1.6081
H 1.3467 2.8449 -0.8732
H 0.4546 3.7936 0.3095
H 0.3517 4.2005 -1.4150
H 0.3402 0.6192 -2.3970
H -0.1560 2.0386 -3.3219
H -1.3086 0.7150 -2.9976
H -2.7361 4.0439 -0.7815
H -3.3519 2.7834 -1.8505
H -2.1191 3.9086 -2.4354
H -1.3142 4.3434 1.7576
H 0.2368 3.8323 2.4357
H -1.2141 3.8894 3.4491
H -3.5890 3.1362 1.5001
H -3.3814 2.9531 3.2445
H -4.0042 1.6135 2.2942
H -0.7624 -0.0621 3.6506
H -2.4711 0.3657 3.7825
H -1.2497 1.4059 4.5093
C 3.6860 -2.0210 3.6191
Si 4.9243 -2.5306 2.3064
C 6.5485 -2.9845 3.1851
C 4.2906 -4.1066 1.4952
Si 5.1552 -0.8278 0.7127
Te 2.9788 -0.7237 -0.5409
Si 6.4011 0.8794 1.7318
C 6.0012 1.1443 3.5598
C 6.3837 2.5314 0.8221
C 8.2262 0.3624 1.7490
Si 6.4919 -1.6429 -1.0384
C 6.6968 -0.2824 -2.3311
C 5.7012 -3.1347 -1.8778
C 8.2454 -2.2393 -0.5919
H 3.5632 -2.8119 4.3671
H 2.7126 -1.8419 3.1553
H 3.9784 -1.1043 4.1365
H 6.3841 -3.7990 3.8976
H 6.9634 -2.1361 3.7363
H 7.3033 -3.3143 2.4661
H 4.0433 -4.8481 2.2617
H 5.0262 -4.5458 0.8182
H 3.3872 -3.8813 0.9209
H 5.0144 1.5683 3.7428
H 6.7482 1.8148 3.9982
H 6.0549 0.1916 4.0929
H 5.3794 2.9375 0.7048
H 6.8045 2.3974 -0.1780
H 6.9981 3.2656 1.3527
H 8.3657 -0.6290 2.1859
H 8.8027 1.0805 2.3422
H 8.6454 0.3448 0.7424
H 5.7139 0.0610 -2.6604
H 7.2545 -0.6402 -3.2022
H 7.2294 0.5766 -1.9134
H 4.6373 -2.9771 -2.0561
H 5.8156 -4.0283 -1.2595
H 6.1997 -3.3212 -2.8352
H 8.9630 -1.4205 -0.5240
H 8.5991 -2.9310 -1.3631
H 8.2588 -2.7698 0.3631
C 1.6147 1.6655 3.9688
C 1.8109 1.4264 2.4717
C 2.7099 2.5007 1.8655
O 0.5951 1.3250 1.7665
H 2.5900 1.7729 4.4539
H 1.0959 0.8256 4.4293
H 1.0380 2.5736 4.1554
H 2.3469 0.4727 2.3721
H 2.2853 3.4988 1.9915
H 2.8477 2.3049 0.8020
H 3.6892 2.4844 2.3482
*
```

These are the Mulliken partial charges, in e, on atoms 1 to 4:
1. Ru -0.15
2. C -1.97
3. C 0.35
4. S -0.90

In order of appearance, electronic energy = -2350.45218; -2214.20516; -3861.76260; -4367.39046 a.u..